# 1
Density functional theory data (the ωB97M-V functional and the def2-TZVPD basis) for a molecular structure, C35H38I2N8O2S3Sm.

As for the largest force on an atom: 3.8 eV/Å. As for the energy relative to the best compared isomer or geometry (same formula, charge and spin): 27.45 kcal/mol. Its energy is -4392.9234 hartree. The charge is +1. The HOMO-LUMO gap (alpha / beta) comes out at 5.96 / 5.96 eV. Its spin multiplicity is 6.

Positions of all 89 atoms, in Å:
Sm -0.47211 0.13983 0.12758
C 3.48738 0.72714 -2.37499
C 2.40376 0.98852 -1.36826
N 1.67507 -0.06037 -0.86344
N 1.97366 -1.23711 -1.41603
C 1.38114 -2.32984 -0.97466
S 0.30631 -2.52302 0.34446
S 1.72305 -3.81717 -1.85521
C 3.46478 -3.57331 -2.38291
C 4.40930 -3.81476 -1.23785
C 4.84754 -5.10477 -0.94908
C 5.66597 -5.34706 0.14417
C 6.05908 -4.30015 0.96727
C 5.63326 -3.01012 0.68422
C 4.81383 -2.76884 -0.41130
C 2.10929 2.33387 -0.96555
C 2.64706 3.40412 -1.72895
C 2.49368 4.72491 -1.38013
C 1.80308 5.04347 -0.20720
C 1.23062 4.03657 0.54511
C 1.31356 2.67964 0.19284
O 0.68287 1.79242 0.93019
H 3.96271 -0.22731 -2.16026
H 4.24563 1.50363 -2.36379
H 3.07073 0.64490 -3.38680
H 3.53667 -2.56786 -2.78696
H 3.60747 -4.29929 -3.18193
H 4.54076 -5.92796 -1.58666
H 5.99508 -6.35815 0.35256
H 6.70280 -4.49138 1.81689
H 5.94095 -2.18242 1.31242
H 4.48780 -1.75750 -0.62697
H 3.19337 3.17986 -2.63391
H 2.93198 5.50302 -1.99213
H 1.72092 6.07713 0.11293
H 0.69041 4.26894 1.45832
N -3.39718 -2.23951 4.80535
C -3.00176 -2.03254 3.33866
C -1.49461 -2.00821 3.20464
C -0.79055 -0.75156 3.78062
N 0.16442 -0.26990 2.77377
C -1.78034 0.37436 4.10834
C -2.89027 0.53907 3.07004
N -2.28996 1.01208 1.82044
C -3.65429 -0.77562 2.78615
H -2.93761 -3.06338 5.18962
H -4.40441 -2.36201 4.88764
H -3.12490 -1.42999 5.35757
H -3.40247 -2.90144 2.81757
H -1.32892 -2.02259 2.13016
H -1.04458 -2.92722 3.59202
H -0.27633 -1.01921 4.70899
H 0.88819 -0.96502 2.61137
H 0.63029 0.58339 3.06161
H -1.22541 1.31362 4.17995
H -2.21570 0.23220 5.10604
H -3.60290 1.27136 3.45870
H -1.84813 1.91447 1.96851
H -3.02462 1.19384 1.14198
H -3.67594 -0.92175 1.70359
H -4.69774 -0.70842 3.11271
I -4.76005 -3.15022 -0.16437
C -3.63612 -2.41424 -1.77037
C -3.88698 -2.89305 -3.03686
C -3.14686 -2.41653 -4.11086
I -3.59937 -3.17214 -6.00929
C -2.12456 -1.44632 -3.93510
C -1.33957 -0.90715 -4.97329
C -0.39494 0.06706 -4.69455
C -0.21317 0.47136 -3.38578
N -0.90917 -0.04703 -2.36278
C -1.86985 -0.97520 -2.62234
C -2.64024 -1.43940 -1.49094
O -2.43110 -0.96656 -0.30498
H -4.65732 -3.63493 -3.19126
H -1.48912 -1.25586 -5.98651
H 0.20281 0.50914 -5.48081
H 0.51047 1.23952 -3.13801
S -1.62789 2.63011 -1.18468
C -1.93790 4.01172 -0.29397
N -1.48912 5.20669 -0.80763
C -1.78223 6.40399 -0.28033
C -2.54398 6.46900 0.84289
C -2.91611 5.23553 1.40013
N -2.62486 4.06298 0.87615
H -0.87924 5.13104 -1.61298
H -1.37781 7.27359 -0.77997
H -2.81126 7.40972 1.29871
H -3.47817 5.21154 2.32973

Atomic partial charges in e from the Löwdin method, atoms 1 to 4: number 1, Sm, carries 1.403; number 2, C, carries -0.019; number 3, C, carries -0.227; number 4, N, carries -0.121


# 2
Density functional theory data (the ωB97M-V functional and the def2-TZVPD basis) for a molecular structure, C35H38N2O2P2V.

As for the largest force on an atom: 1.1 eV/Å. As for the energy relative to the best compared isomer or geometry (same formula, charge and spin): 0.00 kcal/mol. Its energy is -3243.2332 hartree. The charge is 0. The HOMO-LUMO gap (alpha / beta) comes out at 6.75 / 6.09 eV. Its spin multiplicity is 2.

Positions of all 80 atoms, in Å:
V -0.69952 -0.26214 -0.30674
C 1.54957 -1.19305 1.85272
P 1.69529 -0.63724 0.09059
C 3.12907 0.50732 0.15010
C 3.40255 1.23832 1.30464
C 4.44659 2.15312 1.32966
C 5.22506 2.35516 0.19929
C 4.95678 1.63380 -0.95605
C 3.91693 0.71657 -0.97781
C 2.46126 -2.07309 -0.75625
C 2.18098 -2.30178 -2.09805
C 2.74467 -3.37804 -2.77279
C 3.58091 -4.25653 -2.10069
C 3.86204 -4.04614 -0.75585
C 3.31343 -2.95754 -0.09568
C 0.45867 -0.37005 2.48993
C 0.25307 0.13064 3.74761
C -0.92183 0.95449 3.67640
C -1.36114 0.90503 2.38215
C -2.42420 1.61182 1.59081
P -1.54596 1.97361 -0.01579
C -0.66786 3.50529 0.48701
C 0.65594 3.40070 0.89122
C 1.35549 4.51352 1.33784
C 0.73188 5.75038 1.38147
C -0.59312 5.86891 0.97678
C -1.28769 4.75380 0.53496
C -2.82063 2.65323 -1.13190
C -4.16742 2.65509 -0.78157
C -5.13066 3.13411 -1.66213
C -4.75377 3.61926 -2.90398
C -3.41089 3.62274 -3.26127
C -2.45415 3.13889 -2.38437
N -0.52903 0.08976 1.64498
H 2.49606 -1.09288 2.38689
H 1.29709 -2.25727 1.80925
H 2.79422 1.10834 2.19343
H 4.64951 2.70760 2.23729
H 6.03764 3.06971 0.21721
H 5.56018 1.78093 -1.84244
H 3.72657 0.15388 -1.88489
H 1.50753 -1.63673 -2.63007
H 2.52154 -3.53149 -3.82119
H 4.01756 -5.09975 -2.62027
H 4.51552 -4.72530 -0.22360
H 3.55910 -2.79595 0.94723
H 0.86893 -0.03859 4.61810
H -1.35955 1.52175 4.48329
H -2.77255 2.52114 2.08294
H -3.28248 0.96455 1.39261
H 1.14306 2.43625 0.84753
H 2.38904 4.40981 1.64292
H 1.27447 6.62234 1.72413
H -1.08437 6.83329 1.00416
H -2.31805 4.86217 0.21611
H -4.47810 2.28530 0.18571
H -6.17416 3.12797 -1.37382
H -5.50046 3.99396 -3.59221
H -3.11017 4.00079 -4.23018
H -1.41066 3.14312 -2.67966
C -3.37085 -1.38348 -1.31946
O -2.30248 -0.48854 -1.34992
H -4.31558 -0.83787 -1.44582
H -3.42961 -1.93012 -0.36553
H -3.32050 -2.12337 -2.12966
C -1.16642 -4.23574 1.91619
N -1.04958 -4.51376 0.49246
C -1.37239 -5.86901 0.08482
C -0.92948 -3.50031 -0.38393
C -1.01945 -3.78494 -1.85840
O -0.71397 -2.35660 0.02456
H -2.19510 -4.40348 2.24652
H -0.89562 -3.20297 2.11766
H -0.50814 -4.90489 2.47130
H -0.95280 -6.55892 0.81612
H -0.93593 -6.10387 -0.88170
H -2.45312 -6.03334 0.03883
H -1.90490 -4.36514 -2.11698
H -0.13723 -4.34546 -2.17497
H -1.04666 -2.83317 -2.37986

Atomic partial charges in e from the Löwdin method, atoms 1 to 4: number 1, V, carries 0.518; number 2, C, carries -0.259; number 3, P, carries 1.039; number 4, C, carries -0.339


# 3
Density functional theory data (the ωB97M-V functional and the def2-TZVPD basis) for a molecular structure, C35H38N3O3ReSe2Si.

As for the largest force on an atom: 1.1 eV/Å. As for the energy relative to the best compared isomer or geometry (same formula, charge and spin): 0.00 kcal/mol. Its energy is -6917.0540 hartree. The charge is +1. The HOMO-LUMO gap (alpha / beta) comes out at 6.66 / 6.82 eV. Its spin multiplicity is 2.

Positions of all 83 atoms, in Å:
Re 0.20682 1.92277 -0.35393
C -0.72809 -2.02148 -1.57749
C -0.28456 -2.85586 -0.37155
C 0.71209 -2.15219 0.54962
C 2.16673 -2.12524 0.09697
N 2.34921 -1.78406 -1.31704
C 2.43105 -0.55944 -1.84775
Se 2.47258 1.07674 -0.88403
N 2.64770 -0.66059 -3.16930
C 2.89022 0.40013 -4.15397
C 1.73362 0.55239 -5.13497
C 0.52480 1.28131 -4.55276
C 0.79047 2.77327 -4.38226
C 2.71302 -2.01072 -3.50238
C 2.96161 -2.65072 -4.71484
C 2.98555 -4.02906 -4.69100
C 2.77498 -4.74985 -3.50449
C 2.54400 -4.11555 -2.30253
C 2.52454 -2.72310 -2.32652
H -1.71249 -2.33301 -1.92626
H -0.05012 -2.11018 -2.42794
H -0.79456 -0.95891 -1.31764
H 0.11813 -3.81457 -0.70984
H -1.16291 -3.10066 0.22911
H 0.70413 -2.63263 1.53110
H 0.38038 -1.12738 0.71071
H 2.63863 -3.09918 0.22328
H 2.74021 -1.40254 0.67714
H 3.81255 0.11859 -4.66498
H 3.07995 1.32514 -3.61366
H 1.45098 -0.43023 -5.51629
H 2.10664 1.12302 -5.98921
H 0.22971 0.82783 -3.60006
H -0.32086 1.14475 -5.22916
H 1.56706 2.96960 -3.64144
H -0.10445 3.30084 -4.05725
H 1.11321 3.21284 -5.32732
H 3.13658 -2.10229 -5.62843
H 3.17423 -4.56983 -5.60762
H 2.80095 -5.83006 -3.53507
H 2.39469 -4.67733 -1.39256
O -0.21159 0.98625 1.11753
Si -1.14002 0.86100 2.58231
C -0.40363 -0.56073 3.51607
C -1.03452 -1.80580 3.54228
C -0.46213 -2.88196 4.20679
C 0.75611 -2.72577 4.85084
C 1.39844 -1.49366 4.83819
C 0.81904 -0.42036 4.18067
C -2.86574 0.45441 2.03813
C -3.94110 0.72404 2.88689
C -5.23544 0.37918 2.52691
C -5.47618 -0.24666 1.31275
C -4.41946 -0.53381 0.46058
C -3.12668 -0.18687 0.82488
C -0.94569 2.43637 3.52918
C -1.20284 2.38685 4.90418
C -1.13940 3.52906 5.68625
C -0.80545 4.74478 5.10776
C -0.53664 4.81359 3.74853
C -0.61379 3.67072 2.96829
H -1.98804 -1.93595 3.04302
H -0.96934 -3.83749 4.22864
H 1.20108 -3.56128 5.37569
H 2.34301 -1.36997 5.35107
H 1.32007 0.54104 4.19150
H -3.77546 1.22529 3.83352
H -6.05794 0.60254 3.19326
H -6.48605 -0.51620 1.03380
H -4.60203 -1.03277 -0.48236
H -2.31074 -0.44235 0.15735
H -1.43742 1.43999 5.37879
H -1.33943 3.46844 6.74770
H -0.75249 5.63764 5.71636
H -0.27402 5.75946 3.29438
H -0.41585 3.75707 1.90610
O -1.64588 2.94933 0.01157
C -2.08246 2.52554 -1.07921
O -1.28330 1.77563 -1.74689
H -3.07983 2.76431 -1.45204
Se 0.96605 6.37235 -1.96247
C 0.81027 4.74456 -1.46619
N 0.72751 3.59967 -1.14901

Atomic partial charges in e from the Löwdin method, atoms 1 to 4: number 1, Re, carries 1.316; number 2, C, carries -0.084; number 3, C, carries -0.214; number 4, C, carries -0.173


# 4
Density functional theory data (the ωB97M-V functional and the def2-TZVPD basis) for a molecular structure, C35H39BaBrN5O8Sb.

As for the largest force on an atom: 0.3 eV/Å. As for the energy relative to the best compared isomer or geometry (same formula, charge and spin): 4.09 kcal/mol. Its energy is -5072.7758 hartree. The charge is 0. The HOMO-LUMO gap comes out at 6.88 eV.

Positions of all 90 atoms, in Å:
Ba -0.07769 0.24079 0.27443
O -1.12496 2.69871 3.60490
C -1.64199 1.95086 2.74591
O -1.49997 0.72073 2.59035
C -2.49849 2.64435 1.68951
C -3.22745 3.80950 1.90978
C -3.94109 4.34556 0.85454
C -3.88200 3.73786 -0.39695
C -3.09933 2.60227 -0.52735
N -2.44545 2.07035 0.49567
C -2.82779 1.87369 -1.81892
O -3.65940 2.08986 -2.84689
O -1.89151 1.12768 -1.93988
H 0.12222 1.94980 4.18044
H -3.21021 4.27006 2.88727
H -4.52602 5.24581 0.98984
H -4.39811 4.18354 -1.23830
H -4.40631 2.63769 -2.57671
O 4.54346 -0.00223 -1.46275
C 4.68867 -1.25096 -1.94698
C 5.93308 -1.60268 -2.47206
C 6.14332 -2.86968 -2.97545
C 5.11801 -3.81349 -2.96864
C 3.88485 -3.46582 -2.45480
C 3.64190 -2.19057 -1.93814
C 2.30418 -1.83810 -1.39162
O 2.13305 -0.65667 -0.92001
N 1.38030 -2.78269 -1.44506
N 0.21616 -2.37086 -0.87885
C -0.75337 -3.19977 -0.91831
C -2.05059 -2.85649 -0.32302
C -3.11259 -3.75303 -0.41001
C -4.32889 -3.41806 0.15667
C -4.45386 -2.19990 0.80678
C -3.34666 -1.36732 0.85460
N -2.17635 -1.67302 0.29944
H 3.61143 0.02187 -1.11205
H 6.71820 -0.85787 -2.46511
H 7.11535 -3.12865 -3.37715
H 5.28443 -4.80656 -3.36398
H 3.06916 -4.17537 -2.44043
H -0.63470 -4.17298 -1.39350
H -2.97272 -4.69806 -0.91779
H -5.16599 -4.10177 0.09834
H -5.37910 -1.89964 1.27801
H -3.37730 -0.41817 1.37774
Br 3.34535 -3.54288 1.52161
C 3.13932 -2.37593 2.99894
C 3.72971 -2.70380 4.21648
C 3.53935 -1.83451 5.27329
C 2.78161 -0.68549 5.08185
C 2.26687 -0.45711 3.82013
N 2.43373 -1.29157 2.79107
C 1.46767 0.76994 3.48340
O 0.88445 1.33796 4.49893
O 1.39113 1.13916 2.32312
H 4.30928 -3.60917 4.31760
H 3.97556 -2.05005 6.23976
H 2.59368 0.01843 5.87890
C 1.41770 6.12728 -2.67068
C 0.54691 5.10738 -1.94533
C -0.86322 5.06735 -2.53183
Sb 1.28439 3.06394 -1.79930
C 3.40732 3.36360 -1.49937
C 4.22276 3.89895 -2.66973
C 3.58794 4.19459 -0.23011
C 1.13464 2.36825 -3.84802
C 1.46746 3.35814 -4.95853
C 1.95807 1.08475 -3.96836
H 0.92442 7.10535 -2.66773
H 1.59141 5.85396 -3.71194
H 2.38919 6.25140 -2.19400
H 0.46674 5.40895 -0.89628
H -0.86686 4.69619 -3.55935
H -1.30509 6.06897 -2.54467
H -1.52197 4.42463 -1.94371
H 3.76270 2.35247 -1.29014
H 3.88273 4.87905 -3.00774
H 4.19460 3.21883 -3.52081
H 5.27099 3.99889 -2.37024
H 3.22760 5.21842 -0.35476
H 4.64750 4.25263 0.03490
H 3.05960 3.75628 0.62003
H 0.07611 2.09950 -3.92442
H 2.48846 3.73223 -4.88180
H 0.79593 4.21688 -4.96457
H 1.37468 2.86473 -5.93170
H 3.02641 1.27333 -3.83342
H 1.82383 0.64164 -4.95934
H 1.66891 0.33922 -3.22565

Atomic partial charges in e from the Löwdin method, atoms 1 to 4: number 1, Ba, carries 1.827; number 2, O, carries 0.019; number 3, C, carries -0.627; number 4, O, carries -0.138


# 5
Density functional theory data (the ωB97M-V functional and the def2-TZVPD basis) for a molecular structure, C35H39BrF6N2O2SbSe2SiSn.

As for the largest force on an atom: 0.5 eV/Å. As for the energy relative to the best compared isomer or geometry (same formula, charge and spin): 29.34 kcal/mol. Its energy is -10337.5086 hartree. The charge is -2. The HOMO-LUMO gap (alpha / beta) comes out at 6.01 / 6.30 eV. Its spin multiplicity is 2.

Positions of all 90 atoms, in Å:
Sn 1.44747 1.16026 -0.63115
C -2.06252 4.12059 -1.34586
Se -0.70474 3.37414 -2.53150
C -1.97084 2.10588 -3.36429
C -1.82109 2.04351 -4.87224
Se -0.04488 1.50697 -5.48160
C -0.12375 -0.30661 -4.77541
H -2.45642 3.34009 -0.69766
H -2.86706 4.55351 -1.93860
H -1.58269 4.89510 -0.75170
H -2.97423 2.45025 -3.11119
H -1.83846 1.12488 -2.91238
H -1.98655 3.02461 -5.31916
H -2.52414 1.33159 -5.30911
H -1.04312 -0.78512 -5.10909
H -0.07004 -0.30878 -3.69012
H 0.73130 -0.84922 -5.17331
C 4.87536 -0.98450 -0.92754
C 4.26309 -0.86336 0.43748
C 4.80733 -1.46194 1.55906
C 4.11848 -1.32695 2.77344
C 2.93369 -0.64210 2.84379
C 2.41127 -0.06518 1.65317
N 3.12554 -0.17652 0.50437
N 1.27063 0.60228 1.49634
Si 0.03907 0.95481 2.66305
C -0.75193 -0.62549 3.26434
C -1.22321 2.00659 1.78869
C 0.78226 1.88676 4.12093
H 5.93800 -1.21910 -0.86959
H 4.73488 -0.05798 -1.48437
H 4.36746 -1.77724 -1.48161
H 5.73348 -2.01631 1.49390
H 4.52643 -1.78220 3.66977
H 2.38991 -0.53835 3.77283
H -1.16341 -1.16624 2.40726
H -1.57293 -0.42299 3.95724
H -0.03511 -1.28637 3.76042
H -1.95258 1.37356 1.27915
H -0.73895 2.64326 1.04116
H -1.76503 2.65564 2.48116
H 1.08394 1.21529 4.93024
H 0.07438 2.60706 4.53700
H 1.67005 2.43451 3.79295
F -2.23868 0.04945 -0.82485
Sb -3.68993 -1.09464 -0.41569
F -3.58497 -1.81122 -2.16699
F -4.88956 0.22533 -1.05115
F -5.16744 -2.22011 -0.04774
F -3.80860 -0.35472 1.32152
F -2.51226 -2.42268 0.22696
Br -0.60205 5.67922 5.11608
C -0.36504 6.17436 3.28663
C -0.84008 7.40759 2.87338
C -0.65216 7.77564 1.54726
C -0.00260 6.92020 0.66830
C 0.45923 5.68219 1.09716
C 0.27493 5.30402 2.42313
C 1.13777 4.72667 0.09986
O 1.08770 5.07362 -1.09271
O 1.65318 3.69639 0.59841
H -1.34971 8.05899 3.57036
H -1.02147 8.73524 1.20469
H 0.15220 7.18037 -0.37085
H 0.63165 4.33392 2.73981
C 0.77093 -0.96193 -1.15270
C 0.46692 -2.15034 -1.07537
C 0.14693 -3.49610 -0.92363
C 0.39713 -4.10279 0.38600
C -0.37702 -5.16297 0.87395
C -0.13840 -5.69930 2.12886
C 0.87982 -5.19535 2.92943
C 1.63840 -4.12531 2.46905
C 1.39576 -3.58106 1.21974
C -0.41408 -4.23591 -2.04993
C -0.24231 -5.61880 -2.20187
C -0.77907 -6.28799 -3.29043
C -1.49398 -5.59453 -4.25945
C -1.65156 -4.21872 -4.13219
C -1.11702 -3.54734 -3.04800
H -1.20405 -5.53013 0.28057
H -0.76066 -6.50991 2.48953
H 1.06216 -5.61638 3.91092
H 2.42469 -3.70393 3.08379
H 1.97755 -2.73586 0.87072
H 0.34148 -6.16424 -1.47121
H -0.63679 -7.35872 -3.38257
H -1.92857 -6.12133 -5.10042
H -2.21031 -3.66600 -4.87768
H -1.27040 -2.48348 -2.93086

Atomic partial charges in e from the Löwdin method, atoms 1 to 4: number 1, Sn, carries 1.175; number 2, C, carries -0.379; number 3, Se, carries 0.867; number 4, C, carries -0.557